Here is 2 unconnected molecules or ions with the total composition C6H16O in a non-equilibrium geometry from the Open Molecules 2025 dataset. Energies are from the ωB97M-V functional and the def2-TZVPD basis.

The geometry in XYZ format:
```
23
C6H16O (the ωB97M-V functional and the def2-TZVPD basis)
C 2.88712 -0.18784 -0.02004
C 1.46914 -0.44862 0.54571
C 0.67943 0.88690 0.53075
C -0.13417 0.85521 -0.93332
C -0.87833 2.20669 -0.95670
C -1.06335 -0.40264 -1.20656
H 3.50574 -0.91467 0.38029
H 3.29828 0.66989 0.40429
H 2.91566 -0.18247 -1.10360
H 0.95359 -1.11438 -0.09572
H 1.44111 -0.91493 1.52567
H -0.02364 0.88575 1.39983
H 1.37686 1.60973 0.41957
H 0.75782 0.67276 -1.67688
H -0.59407 2.71176 -1.89970
H -1.89041 2.02404 -0.90583
H -0.62973 2.85060 -0.14463
H -0.51617 -1.39743 -1.25981
H -1.56234 -0.37650 -2.18974
H -1.88890 -0.51139 -0.49623
H -2.72097 -2.84291 2.23062
H -4.07784 -3.28211 2.52469
O -3.30485 -2.79743 2.92735
```

Its multiplicity is 2. As for the electronic energy: -313.020954 a.u. As for the HOMO-LUMO gap (spin up / spin down): 11.31 / 4.47 eV. As for the HOMO energy (spin up / spin down): -14.0 / -14.0 eV. As for the net charge: +1.

Mulliken population analysis, charges in e, atoms 1 to 5:
1. C -1.37
2. C -0.28
3. C -0.71
4. C 0.65
5. C -1.28